# 1
{
  "formula": "C15H23N5O4S2",
  "method": "the ωB97M-V functional and the def2-TZVPD basis",
  "orbital_gap_ev": 5.81,
  "e_tot_ha": -1956.09913,
  "charge": 0,
  "e_above_lowest_kj_mol": 910.9,
  "max_force_ev_per_a": 10.6,
  "spin_multiplicity": 1,
  "species": ["O", "O", "O", "O", "N", "S", "C", "C", "C", "C", "C", "C", "C", "C", "C", "N", "N", "N", "N", "C", "C", "C", "C", "C", "C", "S", "H", "H", "H", "H", "H", "H", "H", "H", "H", "H", "H", "H", "H", "H", "H", "H", "H", "H", "H", "H", "H", "H", "H"],
  "coordinates": [[-2.1297, 6.4109, 1.8047], [0.4016, 3.7141, 1.7017], [-0.4570, -8.9435, 0.9908], [0.8948, -9.1641, 2.9991], [1.9964, -7.9681, 0.9813], [0.3337, -5.7112, 0.4752], [-2.5254, 6.3124, 0.6540], [-0.0512, 4.3494, 0.7576], [1.7028, -6.8108, 0.5467], [0.5188, -0.6643, -0.0567], [-0.8252, -0.5166, 0.3271], [1.1838, 0.3860, -0.7119], [-1.5021, 0.6879, 0.0650], [0.5051, 1.5880, -0.9782], [-0.8376, 1.7462, -0.5836], [0.7463, 5.2533, 0.1706], [2.8156, -6.3868, -0.0632], [-2.2677, 5.2643, -0.1264], [1.4140, -9.6170, 1.2002], [-3.3442, 7.4216, 0.0368], [0.5130, 6.0687, -1.0209], [1.3779, -4.5448, -0.4978], [2.5608, -5.3423, -1.0560], [-1.5635, 3.0517, -0.8508], [-1.5060, 4.0795, 0.2941], [0.6095, -8.3805, 1.8042], [1.0454, -1.5783, 0.1671], [-1.3340, -1.3214, 0.8389], [2.2200, 0.2757, -0.9985], [-2.5306, 0.8030, 0.3754], [1.0246, 2.3967, -1.4710], [1.6360, 5.3582, 0.6343], [3.3747, -7.2072, -0.2817], [-2.6486, 5.2690, -1.0561], [2.3476, -9.4500, 1.5189], [1.0072, -10.3790, 1.7050], [-2.7853, 7.8722, -0.7808], [-3.5465, 8.1741, 0.7983], [-4.2847, 7.0160, -0.3304], [-0.0894, 6.9405, -0.7615], [0.0057, 5.4881, -1.7907], [1.4679, 6.4138, -1.4201], [0.8051, -4.0707, -1.3012], [1.7574, -3.7644, 0.1681], [2.2963, -5.7891, -2.0220], [3.4356, -4.6978, -1.1989], [-1.1458, 3.4980, -1.7534], [-2.6098, 2.8235, -1.0599], [-2.0136, 3.6451, 1.1567]],
  "lowdin_charge": [0.069, 0.057, -0.346, -0.270, -0.136, 1.013, -0.570, -0.465, -0.758, -0.085, -0.068, -0.068, -0.027, -0.033, -0.217, 0.045, -0.006, 0.088, -0.186, 0.001, -0.060, -0.408, -0.217, -0.105, -0.184, 0.613, 0.071, 0.098, 0.097, 0.110, 0.108, 0.145, 0.156, 0.138, 0.054, 0.091, 0.077, 0.087, 0.081, 0.074, 0.071, 0.087, 0.085, 0.064, 0.120, 0.121, 0.108, 0.123, 0.159]
}

***

# 2
{
  "formula": "C15H23NO2",
  "method": "the ωB97M-V functional and the def2-TZVPD basis",
  "orbital_gap_ev": 8.29,
  "e_tot_ha": -790.08104,
  "charge": 0,
  "e_above_lowest_kj_mol": 1476.9,
  "max_force_ev_per_a": 19.7,
  "spin_multiplicity": 1,
  "species": ["C", "C", "C", "C", "C", "C", "C", "C", "O", "C", "O", "C", "C", "C", "C", "N", "C", "C", "H", "H", "H", "H", "H", "H", "H", "H", "H", "H", "H", "H", "H", "H", "H", "H", "H", "H", "H", "H", "H", "H", "H"],
  "coordinates": [[3.1750, -3.7193, -2.5422], [2.2630, -4.4197, -1.5078], [0.7644, -3.9945, -1.2903], [0.7587, -2.5409, -0.8830], [0.4723, -1.4436, -2.1640], [0.4774, -0.1195, -1.4897], [1.8987, 0.4715, -0.8954], [1.4595, 1.8745, -0.6457], [0.5630, 1.9552, 0.5661], [-0.6563, 2.5001, 0.0578], [-0.9008, 3.1104, -1.1749], [-1.5214, 2.7396, 1.3585], [-1.2273, 2.3751, 2.4626], [-1.8786, 2.5169, 3.6359], [-3.2048, 3.2304, 3.3608], [-4.0477, 3.0412, 4.5302], [-3.5483, 3.5040, 2.1128], [-2.9147, 3.3237, 1.1364], [4.1183, -4.2632, -2.7378], [3.3706, -2.8949, -2.2365], [2.7266, -3.6409, -3.4771], [2.7119, -4.4747, -0.7106], [2.5014, -5.5770, -1.6809], [0.4287, -4.0891, -2.4118], [0.3285, -4.8268, -0.5465], [1.6951, -2.3517, -0.2910], [0.0210, -2.4674, -0.2536], [1.2449, -1.6721, -2.6760], [-0.4636, -1.8661, -2.6036], [-0.2520, -0.1513, -0.6553], [0.0814, 0.5532, -2.2172], [2.0274, 0.0382, -0.0767], [2.3682, 0.2166, -1.5289], [1.1816, 2.4097, -1.5303], [2.4924, 2.3700, -0.2125], [-0.2261, 1.9978, 2.7762], [-1.9913, 2.0745, 4.5417], [-4.9860, 3.6964, 4.4075], [-3.6880, 3.0422, 5.4817], [-4.6708, 3.8739, 1.8569], [-2.9521, 3.5979, 0.1541]],
  "lowdin_charge": [-0.065, -0.253, -0.196, -0.173, -0.111, -0.160, -0.062, -0.146, -0.040, -0.163, -0.059, -0.126, -0.176, 0.044, -0.221, 0.044, -0.169, -0.021, 0.098, -0.049, 0.060, -0.018, 0.144, 0.130, 0.149, 0.129, 0.029, 0.012, 0.130, 0.119, 0.098, 0.045, -0.030, 0.102, 0.170, 0.153, 0.071, 0.156, 0.074, 0.181, 0.100]
}

***

# 3
{
  "formula": "C15H24AsN6OPPd",
  "method": "the ωB97M-V functional and the def2-TZVPD basis",
  "orbital_gap_ev": 7.92,
  "e_tot_ha": -3694.24762,
  "charge": 2,
  "max_force_ev_per_a": 0.9,
  "spin_multiplicity": 1,
  "species": ["Pd", "C", "N", "C", "C", "N", "C", "P", "C", "N", "C", "C", "N", "C", "C", "N", "C", "C", "N", "C", "H", "H", "H", "H", "H", "H", "H", "H", "H", "H", "H", "H", "H", "H", "H", "C", "As", "C", "C", "O", "H", "H", "H", "H", "H", "H", "H", "H", "H"],
  "coordinates": [[-0.0350, -0.1832, -0.2002], [0.0144, 3.9385, 3.0655], [0.0038, 3.3030, 1.7471], [-0.0078, 3.9641, 0.5517], [-0.0174, 3.0169, -0.4328], [-0.0093, 1.7973, 0.1677], [0.0024, 1.9804, 1.4839], [0.0054, 0.6488, 2.7218], [1.4336, -0.2813, 2.0012], [1.9221, -0.1316, 0.7623], [3.0211, -0.9451, 0.6745], [3.2252, -1.5452, 1.8782], [2.2139, -1.1226, 2.7060], [2.0225, -1.5716, 4.0817], [-1.4479, -0.2612, 2.0249], [-1.9720, -0.0837, 0.8033], [-3.0772, -0.8917, 0.7325], [-3.2484, -1.5150, 1.9292], [-2.2112, -1.1127, 2.7351], [-1.9755, -1.5951, 4.0923], [0.0191, 5.0147, 2.9239], [0.9071, 3.6500, 3.6151], [-0.8751, 3.6591, 3.6252], [-0.0086, 5.0382, 0.4911], [-0.0261, 3.1443, -1.5006], [3.6238, -0.9927, -0.2160], [3.9944, -2.2165, 2.2192], [2.9940, -1.7252, 4.5432], [1.4653, -2.5064, 4.0975], [1.4879, -0.8092, 4.6437], [-3.7055, -0.9187, -0.1410], [-4.0100, -2.1902, 2.2795], [-2.9315, -1.7690, 4.5782], [-1.4306, -0.8424, 4.6577], [-1.4104, -2.5250, 4.0670], [-0.0553, -4.7506, -1.5692], [-0.0726, -2.8504, -1.6563], [1.4290, -2.1708, -2.6354], [-1.6307, -2.2124, -2.5726], [-0.0486, -2.2037, -0.0782], [-0.0999, -5.1605, -2.5768], [-0.9211, -5.0746, -0.9948], [0.8600, -5.0701, -1.0750], [1.3898, -2.5360, -3.6613], [2.3590, -2.4876, -2.1686], [1.3654, -1.0823, -2.6424], [-1.6160, -2.5662, -3.6031], [-1.6065, -1.1225, -2.5688], [-2.5310, -2.5672, -2.0756]],
  "lowdin_charge": [0.939, 0.007, -0.100, -0.008, -0.056, -0.081, -0.466, 1.193, -0.464, -0.019, -0.099, -0.017, -0.103, 0.004, -0.466, -0.019, -0.101, -0.017, -0.103, 0.004, 0.103, 0.099, 0.099, 0.141, 0.125, 0.117, 0.139, 0.107, 0.101, 0.074, 0.117, 0.139, 0.107, 0.074, 0.101, -0.175, 1.026, -0.192, -0.193, -0.587, 0.060, 0.056, 0.056, 0.058, 0.045, 0.035, 0.058, 0.035, 0.046]
}

***

# 4
{
  "formula": "C15H24AuN2O6S3",
  "method": "the ωB97M-V functional and the def2-TZVPD basis",
  "orbital_gap_ev": 8.28,
  "e_tot_ha": -2477.33340,
  "charge": -1,
  "e_above_lowest_kj_mol": 0.0,
  "max_force_ev_per_a": 0.4,
  "spin_multiplicity": 1,
  "species": ["Au", "O", "S", "O", "O", "C", "C", "C", "C", "C", "C", "S", "O", "O", "O", "H", "H", "H", "H", "C", "C", "C", "C", "N", "C", "S", "N", "C", "C", "C", "C", "H", "H", "H", "H", "H", "H", "H", "H", "H", "H", "H", "H", "H", "H", "H", "H", "H", "H", "H", "H"],
  "coordinates": [[0.7544, 0.1011, 0.1556], [-2.5076, -2.1871, 1.5545], [-1.1895, -1.6311, 1.7300], [-0.0834, -2.4988, 1.3549], [-1.0987, -0.2968, 1.0555], [-1.0462, -1.3438, 3.5165], [-2.0433, -2.0036, 4.2333], [-2.1213, -1.9354, 5.6144], [-1.1924, -1.1824, 6.3072], [-0.1937, -0.5246, 5.6082], [-0.0899, -0.5892, 4.2202], [1.3201, 0.3400, 3.5497], [2.0613, 0.7834, 4.7200], [2.0631, -0.6411, 2.7641], [0.7426, 1.4094, 2.7627], [-2.7773, -2.5709, 3.6816], [-2.9127, -2.4650, 6.1307], [-1.2329, -1.0997, 7.3868], [0.5453, 0.0614, 6.1355], [5.1650, -0.5389, 4.3937], [5.6407, 0.8285, 3.9125], [6.1021, 0.8986, 2.4556], [5.0207, 0.7773, 1.3888], [4.6123, -0.6186, 1.1900], [3.5143, -0.9478, 0.5039], [2.8729, 0.1710, -0.6765], [2.9552, -2.1283, 0.6948], [3.2049, -2.9924, 1.8339], [4.3718, -3.9524, 1.6384], [4.6091, -4.8023, 2.8789], [5.7634, -5.7815, 2.7095], [5.0429, -0.5386, 5.4779], [5.8864, -1.3267, 4.1407], [4.1852, -0.7749, 3.9787], [6.4792, 1.1565, 4.5352], [4.8303, 1.5441, 4.0725], [6.8820, 0.1489, 2.2670], [6.5799, 1.8692, 2.2998], [5.3958, 1.1614, 0.4408], [4.1439, 1.3678, 1.6637], [4.8631, -1.2454, 1.9404], [2.0996, -2.2998, 0.1878], [2.2736, -3.5283, 2.0132], [3.3423, -2.3679, 2.7195], [5.2832, -3.3923, 1.3984], [4.1716, -4.5949, 0.7749], [3.6911, -5.3457, 3.1223], [4.8033, -4.1444, 3.7323], [5.5759, -6.4670, 1.8797], [5.9190, -6.3803, 3.6086], [6.6959, -5.2533, 2.4951]],
  "lowdin_charge": [0.564, -0.331, 0.468, -0.361, -0.489, -0.200, -0.077, -0.091, -0.089, -0.073, -0.195, 0.425, -0.352, -0.384, -0.363, 0.098, 0.096, 0.097, 0.097, -0.113, -0.250, -0.203, -0.210, 0.038, -0.770, 0.559, 0.015, -0.195, -0.204, -0.272, -0.123, 0.076, 0.071, 0.035, 0.099, 0.108, 0.111, 0.106, 0.100, 0.118, 0.097, 0.099, 0.128, 0.092, 0.109, 0.117, 0.113, 0.107, 0.069, 0.065, 0.069]
}

***

# 5
{
  "formula": "C15H24Cl2F3NO9P",
  "method": "the ωB97M-V functional and the def2-TZVPD basis",
  "orbital_gap_ev": 6.34,
  "e_tot_ha": -2878.86690,
  "charge": 1,
  "max_force_ev_per_a": 7.4,
  "spin_multiplicity": 1,
  "species": ["C", "C", "C", "Cl", "P", "Cl", "C", "C", "O", "F", "N", "C", "O", "F", "C", "O", "F", "H", "H", "H", "H", "H", "H", "H", "H", "C", "C", "O", "C", "O", "O", "C", "H", "H", "H", "H", "H", "H", "H", "H", "C", "C", "O", "C", "O", "O", "C", "H", "H", "H", "H", "H", "H", "H", "H"],
  "coordinates": [[-2.2451, 5.9285, 0.4102], [-2.0176, 5.2918, 1.9059], [-0.7915, 4.2568, 1.7700], [-1.4588, 2.5136, 1.7561], [0.4245, 4.3022, 3.2564], [1.1332, 2.3000, 3.4456], [-0.3980, 4.7032, 4.9057], [-0.4545, 6.2592, 5.2847], [-1.5307, 6.8974, 5.1099], [0.6609, 6.9935, 5.8327], [1.8472, 5.2622, 2.8623], [1.5494, 6.6860, 2.6218], [2.2223, 7.6006, 3.1724], [0.4906, 7.1469, 1.7563], [2.9734, 5.0542, 3.8038], [3.0210, 5.3930, 4.9988], [4.1144, 4.3315, 3.2991], [-2.5822, 7.0276, 0.4745], [-2.9671, 5.2988, -0.2259], [-1.2449, 5.9495, -0.1829], [-1.8247, 6.1779, 2.6108], [-3.0133, 4.7582, 2.1737], [-0.1700, 4.3639, 0.8094], [-1.4982, 4.3367, 4.8377], [0.0679, 4.0859, 5.7740], [0.2609, -1.9791, -3.9574], [-0.6106, -0.8233, -3.5024], [-1.1734, -1.0795, -2.2087], [-0.3367, -0.9187, -1.1695], [0.8208, -0.5771, -1.2327], [-1.0055, -1.2313, -0.0427], [-0.1981, -1.2001, 1.1311], [-0.2948, -2.9179, -3.9161], [0.6137, -1.8187, -4.9785], [1.1328, -2.0977, -3.3092], [-1.4505, -0.7103, -4.1928], [-0.0620, 0.1233, -3.5054], [0.3163, -0.2411, 1.2345], [0.5206, -2.0222, 1.1106], [-0.8528, -1.3340, 1.9941], [0.8255, -9.9034, -3.2246], [1.6021, -8.7590, -3.8497], [0.7451, -7.6453, -4.1299], [0.4034, -6.8946, -3.0682], [0.7564, -7.0733, -1.9264], [-0.4247, -5.9221, -3.4939], [-0.9450, -5.1102, -2.4441], [-0.0293, -10.1741, -3.8496], [1.4651, -10.7795, -3.0966], [0.4275, -9.6244, -2.2458], [2.0163, -9.0842, -4.8076], [2.4440, -8.4509, -3.2228], [-0.1438, -4.6982, -1.8257], [-1.6417, -5.6910, -1.8354], [-1.4899, -4.2811, -2.8973]],
  "lowdin_charge": [-0.101, -0.275, -0.701, 0.566, 0.779, 0.412, -0.155, -0.308, 0.109, 0.049, -0.058, -0.320, 0.164, 0.074, -0.359, 0.178, 0.076, 0.098, 0.095, 0.081, 0.095, 0.125, 0.109, 0.145, 0.141, -0.053, -0.205, 0.029, -0.586, 0.119, -0.005, -0.057, 0.055, 0.088, 0.082, 0.126, 0.123, 0.067, 0.105, 0.095, -0.067, -0.214, 0.031, -0.581, 0.119, 0.002, -0.055, 0.083, 0.081, 0.074, 0.124, 0.125, 0.097, 0.103, 0.080]
}